1:
{"formula": "C3H7N2", "method": "wB97M-V/def2-TZVPD", "mol_weight_g_mol": 71.1, "total_charge": 1, "lumo_energy_ev": [-5.89, -5.89], "homo_lumo_gap_ev": [8.2, 8.2], "species": ["C", "C", "C", "N", "N", "H", "H", "H", "H", "H", "H", "H"], "xyz": [[-1.24499, -0.18970, 0.37910], [-1.73445, -1.43829, 0.53578], [1.18864, 1.29626, -0.78800], [0.81988, -0.42426, 0.79073], [1.54933, 0.32628, 0.18980], [-1.01571, -2.16661, 1.09073], [-2.73403, -1.08973, 1.12997], [-2.28270, -1.73431, -0.31421], [1.03309, 0.70776, -1.73800], [0.10075, 1.53323, -0.55403], [1.80665, 2.19429, -0.93436], [2.61378, 0.07928, 0.24960]]}

=====

2:
{"formula": "C3H7N2", "method": "wB97M-V/def2-TZVPD", "mol_weight_g_mol": 71.1, "total_charge": 1, "lumo_energy_ev": -5.65, "homo_lumo_gap_ev": 8.1, "species": ["H", "N", "C", "C", "C", "N", "H", "H", "H", "H", "H", "H"], "xyz": [[2.46345, 0.50244, -1.24195], [2.44852, -0.20567, -0.42087], [1.45901, -0.54595, 0.19422], [0.35597, 0.44732, 0.37422], [-0.83582, 0.35612, -0.43122], [-1.66484, -0.59023, -0.06151], [1.26181, -1.52758, 0.70325], [0.16166, 0.22838, 1.43594], [0.90963, 1.39863, 0.24748], [-0.93524, 0.92047, -1.43655], [-1.44744, -1.11828, 0.74652], [-2.53526, -0.67037, -0.61379]]}

=====

3:
{"formula": "C3H7N2", "method": "wB97M-V/def2-TZVPD", "mol_weight_g_mol": 71.1, "total_charge": 1, "lumo_energy_ev": [-4.74, -4.74], "homo_lumo_gap_ev": [8.3, 8.3], "species": ["C", "C", "C", "N", "N", "H", "H", "H", "H", "H", "H", "H"], "xyz": [[-0.88166, 1.62235, -1.06719], [1.02629, -0.88764, 0.80726], [-0.02123, 0.11546, 0.89913], [-0.13967, 1.19092, -0.03770], [-0.34448, -1.31847, 0.54916], [-1.53292, 0.88355, -1.61262], [-0.60329, 2.43639, -1.64347], [1.81974, -1.00277, 0.00863], [1.37767, -1.38001, 1.66088], [0.39330, 1.93594, 0.46645], [-0.34363, -1.65627, -0.40011], [-0.90128, -1.72702, 1.27056]]}

=====

It is 1 that is the least stable of them.

=====

1:
{"formula": "C4H9NO2S", "method": "wB97M-V/def2-TZVPD", "mol_weight_g_mol": 135.2, "total_charge": 0, "lumo_energy_ev": 0.84, "homo_lumo_gap_ev": 9.5, "species": ["C", "C", "C", "C", "N", "O", "O", "S", "H", "H", "H", "H", "H", "H", "H", "H", "H"], "xyz": [[-1.52020, 1.14549, -0.46059], [-0.88871, 0.88545, 0.97150], [-0.31882, 0.93748, -1.38661], [2.10633, -1.68193, 0.30933], [0.36647, 0.26329, 0.68790], [-0.29576, -2.25195, 1.20157], [0.81085, 0.75081, -0.54644], [0.22690, -1.36480, 0.17062], [-2.23410, 0.44127, -0.53973], [-2.05738, 2.02939, -0.56272], [-0.75844, 1.89488, 1.47741], [-1.64960, 0.34455, 1.59898], [-0.48645, 0.04457, -2.06311], [-0.15224, 1.73584, -1.99531], [2.64802, -1.10988, -0.42152], [2.13533, -2.73390, 0.22786], [2.06780, -1.33058, 1.33086]]}

=====

2:
{"formula": "C4H9NO2S", "method": "wB97M-V/def2-TZVPD", "mol_weight_g_mol": 135.2, "total_charge": 0, "lumo_energy_ev": 0.53, "homo_lumo_gap_ev": 9.9, "species": ["N", "C", "C", "S", "C", "C", "O", "O", "H", "H", "H", "H", "H", "H", "H", "H", "H"], "xyz": [[-0.68711, -0.52648, -1.88735], [0.10503, -0.51838, -0.65158], [1.20398, 0.55535, -0.67903], [0.41624, 2.18516, -0.94385], [-0.88583, -0.33797, 0.51340], [-0.25129, -0.12283, 1.90448], [0.14848, 0.93092, 2.34443], [-0.16441, -1.25782, 2.67974], [-0.92758, 0.44847, -2.03083], [-0.02414, -0.72224, -2.64769], [0.59277, -1.47191, -0.51208], [1.88500, 0.40300, -1.57684], [1.84453, 0.56130, 0.21622], [0.26025, 2.53797, 0.36481], [-1.50734, 0.54002, 0.32840], [-1.58376, -1.19625, 0.44745], [-0.42483, -2.00831, 2.13032]]}

=====

3:
{"formula": "C4H9NO2S", "method": "wB97M-V/def2-TZVPD", "mol_weight_g_mol": 135.2, "total_charge": 0, "lumo_energy_ev": [-1.72, -1.81], "homo_lumo_gap_ev": [7.4, 7.2], "species": ["C", "C", "C", "C", "N", "O", "O", "S", "H", "H", "H", "H", "H", "H", "H", "H", "H"], "xyz": [[-1.81962, 1.28490, -1.17004], [-0.04408, -0.10647, 0.10434], [1.61897, 0.65143, -1.63261], [1.25194, -0.23608, -0.47478], [-1.86611, -0.83073, 1.91684], [0.39512, -2.06981, 1.81787], [0.42946, 0.21065, 2.67958], [-0.15087, -0.73399, 1.80491], [-2.12794, 0.27788, -0.84456], [-1.84976, 1.26374, -2.27964], [2.50750, 0.27449, -2.21557], [0.84458, 0.72341, -2.46816], [1.74239, 1.58419, -1.03449], [1.99155, -0.01213, 0.23775], [1.38724, -1.35196, -0.60115], [-2.21087, -0.16089, 1.31005], [-2.09950, -0.76864, 2.84968]]}

=====

4:
{"formula": "C4H9NO2S", "method": "wB97M-V/def2-TZVPD", "mol_weight_g_mol": 135.2, "total_charge": 0, "lumo_energy_ev": 0.60, "homo_lumo_gap_ev": 10.0, "species": ["O", "S", "N", "C", "C", "C", "C", "O", "H", "H", "H", "H", "H", "H", "H", "H", "H"], "xyz": [[-2.09728, 0.22236, 1.24889], [-1.84888, -0.01981, -0.14801], [-1.28842, -1.29189, -0.76289], [0.04838, -1.71020, -0.21271], [0.90978, -0.72013, 0.54185], [1.23058, 0.64602, -0.15638], [0.13227, 1.76577, -0.04185], [-1.10890, 1.33313, -0.71287], [-2.99879, 0.09138, -1.01191], [0.70404, -2.17147, -0.93377], [-0.08613, -2.63963, 0.37658], [1.78825, -1.15242, 0.85162], [0.53161, -0.35472, 1.40700], [2.03993, 1.17302, 0.32256], [1.34417, 0.30518, -1.13003], [0.12303, 1.86143, 1.05053], [0.57633, 2.66199, -0.68862]]}

=====

It is 3 that is the least stable of them.

=====

1:
{"formula": "C4H9NO2S", "method": "wB97M-V/def2-TZVPD", "mol_weight_g_mol": 135.2, "total_charge": 0, "lumo_energy_ev": 0.91, "homo_lumo_gap_ev": 8.8, "species": ["C", "C", "C", "C", "N", "O", "O", "S", "H", "H", "H", "H", "H", "H", "H", "H", "H"], "xyz": [[0.37607, 2.62356, 0.88306], [0.05488, 1.49025, 0.29982], [1.32549, -1.62907, 0.37845], [-2.31337, -0.01704, -0.45345], [-2.05798, -0.70410, -1.50231], [0.52824, 0.01647, -1.71185], [2.02650, -0.40139, 0.22500], [1.39601, 0.75289, -0.81999], [1.27181, 3.15975, 0.82798], [-0.18960, 2.87978, 1.69957], [0.82665, -1.68002, 1.32476], [2.09984, -2.44193, 0.50236], [0.56453, -1.77448, -0.33951], [-0.95594, 1.07471, 0.29044], [-3.34201, 0.21708, -0.28096], [-1.15690, -0.93170, -1.89922], [-2.77052, -1.17954, -2.08310]]}

=====

2:
{"formula": "C4H9NO2S", "method": "wB97M-V/def2-TZVPD", "mol_weight_g_mol": 135.2, "total_charge": 0, "lumo_energy_ev": -4.28, "homo_lumo_gap_ev": 4.3, "species": ["O", "C", "N", "C", "O", "C", "C", "S", "H", "H", "H", "H", "H", "H", "H", "H", "H"], "xyz": [[-1.96016, -0.83051, 1.12001], [-1.21085, -0.39597, 0.15690], [0.20715, -1.22597, 0.20264], [0.76845, -1.19903, -1.19376], [0.35695, -0.14670, -1.92288], [-0.55461, 1.08838, 0.95351], [-1.35265, 1.32459, -0.16787], [2.84224, -0.13838, 1.48933], [0.83797, -0.81058, 0.92138], [0.46241, -2.16491, -1.64966], [1.84853, -0.98538, -1.07952], [-1.58218, -0.77882, -0.79640], [-0.93164, 1.17447, 1.95112], [0.48095, 1.36993, 0.73292], [-0.82477, 1.40187, -1.11654], [-2.33350, 1.71085, 0.01757], [2.94571, 0.60614, 0.38124]]}

=====

It is 2 that is the least stable of them.

=====

1:
{"formula": "C22H27N3O4", "method": "wB97M-V/def2-TZVPD", "mol_weight_g_mol": 397.5, "total_charge": 0, "lumo_energy_ev": 0.70, "homo_lumo_gap_ev": 9.0, "species": ["C", "O", "C", "C", "C", "C", "O", "N", "C", "C", "N", "C", "C", "C", "C", "C", "C", "C", "C", "O", "C", "C", "C", "N", "C", "C", "O", "C", "C", "H", "H", "H", "H", "H", "H", "H", "H", "H", "H", "H", "H", "H", "H", "H", "H", "H", "H", "H", "H", "H", "H", "H", "H", "H", "H", "H"], "xyz": [[-1.46404, -1.90482, 1.47941], [-1.79820, -0.86541, 0.59148], [-0.87131, 0.10278, 0.30017], [0.43911, 0.04470, 0.75259], [1.36668, 1.03319, 0.43644], [2.77262, 0.99656, 0.92153], [3.41983, 2.01117, 1.11695], [3.27206, -0.24235, 1.15374], [4.65514, -0.45825, 1.53080], [5.48606, -0.79572, 0.31405], [5.31993, -2.03436, -0.13128], [5.96788, -2.42451, -1.21356], [6.82294, -1.59177, -1.91572], [6.99105, -0.29683, -1.45578], [6.31512, 0.13615, -0.31960], [6.48618, 1.53133, 0.18834], [0.96375, 2.11238, -0.33859], [-0.33387, 2.18096, -0.79613], [-1.27367, 1.19730, -0.49491], [-2.49623, 1.41216, -1.05397], [-3.65920, 0.73473, -0.60910], [-4.08622, 1.17936, 0.79378], [-5.25863, 0.30307, 1.24954], [-6.02336, -0.16263, 0.10536], [-6.20988, -1.49797, -0.05499], [-6.87915, -1.94001, -1.33906], [-5.89059, -2.29427, 0.80742], [-6.14480, 0.83439, -0.93187], [-4.77878, 1.07754, -1.60091], [-1.15446, -1.51881, 2.45570], [-0.67803, -2.54817, 1.07136], [-2.37921, -2.48475, 1.59349], [0.73864, -0.77501, 1.38592], [2.79644, -1.04524, 0.77433], [5.00530, 0.45020, 2.01918], [4.69164, -1.29912, 2.22867], [5.78901, -3.44595, -1.52309], [7.33925, -1.94270, -2.79580], [7.64638, 0.38541, -1.97977], [7.02377, 2.13613, -0.53801], [7.05502, 1.52724, 1.11846], [5.52044, 1.99343, 0.38853], [1.67630, 2.88793, -0.56993], [-0.66477, 3.00792, -1.40413], [-3.49161, -0.34652, -0.60622], [-3.25450, 1.07952, 1.48983], [-4.36697, 2.23385, 0.75582], [-5.91661, 0.86114, 1.92495], [-4.90026, -0.58753, 1.76976], [-7.86133, -1.48372, -1.43851], [-6.27149, -1.67824, -2.20178], [-6.99467, -3.01981, -1.30209], [-6.49515, 1.75399, -0.45318], [-6.88986, 0.53893, -1.66783], [-4.66639, 0.46818, -2.49782], [-4.67860, 2.12334, -1.89183]]}

=====

2:
{"formula": "C22H27N3O4", "method": "wB97M-V/def2-TZVPD", "mol_weight_g_mol": 397.5, "total_charge": 0, "lumo_energy_ev": 0.51, "homo_lumo_gap_ev": 9.2, "species": ["C", "C", "C", "C", "C", "O", "N", "N", "C", "C", "O", "C", "C", "C", "C", "O", "C", "C", "C", "N", "C", "O", "C", "C", "C", "C", "C", "C", "C", "H", "H", "H", "H", "H", "H", "H", "H", "H", "H", "H", "H", "H", "H", "H", "H", "H", "H", "H", "H", "H", "H", "H", "H", "H", "H", "H"], "xyz": [[-1.63618, 6.09415, 2.28496], [-0.17133, 5.68288, 2.16917], [0.60695, 6.62558, 1.30463], [1.90431, 7.14535, 1.55307], [2.16636, 7.88700, 0.44290], [1.13071, 7.82313, -0.39879], [0.17162, 7.03794, 0.14034], [-0.03033, 4.32662, 1.64575], [-0.69698, 4.03115, 0.40012], [0.87662, 3.50980, 2.23813], [1.57982, 3.87986, 3.16358], [0.95253, 2.10922, 1.72682], [-0.15714, 1.27580, 1.72134], [-0.05288, -0.04746, 1.32943], [1.17698, -0.56136, 0.93078], [1.41536, -1.83776, 0.53225], [0.36657, -2.79196, 0.48350], [-0.49416, -2.59396, -0.77582], [-1.15351, -3.89859, -1.21076], [-0.14977, -4.88716, -1.54382], [-0.38139, -5.99229, -2.29618], [0.51454, -6.76400, -2.58708], [-1.79484, -6.19044, -2.75194], [-2.09932, -5.94339, -4.20855], [-2.06427, -7.33790, -3.68069], [1.16805, -4.69238, -0.96749], [1.03208, -4.17722, 0.45802], [2.29665, 0.27503, 0.94749], [2.18738, 1.58618, 1.35243], [-2.07738, 6.22433, 1.30153], [-1.70267, 7.03854, 2.81864], [-2.19127, 5.34152, 2.83932], [0.29468, 5.66242, 3.16076], [2.51678, 6.97299, 2.41153], [3.00544, 8.47999, 0.13876], [-0.66753, 4.92051, -0.23297], [-1.74046, 3.75225, 0.56627], [-0.19091, 3.21441, -0.11075], [-1.11604, 1.65527, 2.04223], [-0.93786, -0.66390, 1.34942], [-0.24950, -2.70546, 1.38931], [-1.26622, -1.84290, -0.60504], [0.15155, -2.22865, -1.57615], [-1.77840, -3.70734, -2.08780], [-1.80123, -4.26363, -0.39947], [-2.55791, -5.93383, -2.02913], [-1.28447, -5.61989, -4.83827], [-3.05258, -5.50111, -4.45894], [-1.21477, -7.95132, -3.93804], [-2.99193, -7.87750, -3.56878], [1.75177, -3.98683, -1.56893], [1.67427, -5.65976, -0.99330], [0.43950, -4.88347, 1.04057], [2.01716, -4.09331, 0.91595], [3.24628, -0.13881, 0.64755], [3.05928, 2.22165, 1.38215]]}

=====

It is 2 that is the least stable of them.